C35H58Br18NO8PSi | ωB97M-V with the def2-TZVPD basis set

F_max = 6.97 eV/Å
Lowest unoccupied orbital energy = -0.03 eV
HOMO-LUMO gap = 8.040 eV
SMILES = C[Si](C)(C)OCC[C@]1(N=C=O)C(=O)O[C@@H](P(O)O)[C@H]1OC(=O)c1ccccc1.BrCCBr.BrCCBr.BrCCBr.BrCCBr.BrCCBr.BrCCBr.BrCCBr.BrCCBr.BrCCBr
Charge = 0
E = -1333031.561 eV

Bonds (Å) are listed after each position.
Positions of all 122 atoms, in Å:
1 C -4.168 0.651 1.662  Si2 1.948, H29 1.162, H30 1.164, H31 1.145
2 Si -4.562 1.180 -0.171  C1 1.948, C3 1.914, C4 1.924, O5 1.730
3 C -4.178 3.050 -0.295  Si2 1.914, H32 1.159, H33 1.160, H34 1.152
4 C -6.410 0.716 -0.441  Si2 1.924, H35 1.161, H36 1.146, H37 1.154
5 O -3.601 0.143 -1.168  Si2 1.730, C6 1.476
6 C -3.540 0.608 -2.568  O5 1.476, C7 1.602, H38 1.155, H39 1.160
7 C -2.590 -0.445 -3.314  C6 1.602, C8 1.592, H40 1.149, H41 1.161
8 C -1.061 -0.039 -3.491  C7 1.592, N9 1.475, C12 1.650, C19 1.635
9 N -0.342 0.901 -2.611  C8 1.475, C10 1.298
10 C -0.505 0.694 -1.340  N9 1.298, O11 1.240
11 O -0.436 0.428 -0.130  C10 1.240
12 C -1.067 0.813 -4.904  C8 1.650, O13 1.253, O14 1.462
13 O -1.983 1.522 -5.381  C12 1.253
14 O 0.267 0.575 -5.454  C12 1.462, C15 1.467
15 C 0.730 -0.811 -5.316  O14 1.467, P16 1.891, C19 1.638, H42 1.165
16 P 2.578 -1.198 -5.226  C15 1.891, O17 1.717, O18 1.726
17 O 3.468 -0.022 -4.346  P16 1.717, H43 0.988
18 O 2.882 -2.806 -4.678  P16 1.726, H44 0.997
19 C -0.293 -1.325 -4.144  C8 1.635, C15 1.638, O20 1.434, H45 1.169
20 O 0.023 -2.473 -3.345  C19 1.434, C21 1.405
21 C 0.918 -2.245 -2.286  O20 1.405, O22 1.260, C23 1.621
22 O 1.744 -1.306 -2.132  C21 1.260
23 C 0.948 -3.391 -1.140  C21 1.621, C24 1.583, C28 1.582
24 C 2.343 -3.972 -0.666  C23 1.583, C25 1.581, H46 1.156
25 C 2.281 -5.115 0.426  C24 1.581, C26 1.583, H47 1.150
26 C 0.916 -5.671 1.003  C25 1.583, C27 1.560, H48 1.164
27 C -0.459 -5.091 0.547  C26 1.560, C28 1.579, H49 1.158
28 C -0.406 -3.946 -0.539  C23 1.582, C27 1.579, H50 1.159
29 H -5.120 0.831 2.304  C1 1.162
30 H -3.968 -0.493 1.734  C1 1.164
31 H -3.311 1.253 2.123  C1 1.145
32 H -3.966 3.433 0.777  C3 1.159
33 H -5.120 3.575 -0.724  C3 1.160
34 H -3.274 3.239 -0.984  C3 1.152
35 H -6.811 0.189 0.512  C4 1.161
36 H -6.977 1.686 -0.668  C4 1.146
37 H -6.442 -0.050 -1.304  C4 1.154
38 H -4.604 0.693 -3.010  C6 1.155
39 H -3.117 1.688 -2.570  C6 1.160
40 H -2.661 -1.464 -2.787  C7 1.149
41 H -3.035 -0.601 -4.375  C7 1.161
42 H 0.387 -1.437 -6.237  C15 1.165
43 H 3.711 -0.323 -3.437  O17 0.988
44 H 3.753 -2.805 -4.193  O18 0.997
45 H -1.162 -1.734 -4.810  C19 1.169
46 H 3.345 -3.596 -1.103  C24 1.156
47 H 3.237 -5.613 0.825  C25 1.150
48 H 0.890 -6.524 1.795  C26 1.164
49 H -1.483 -5.462 0.942  C27 1.158
50 H -1.377 -3.474 -0.960  C28 1.159
51 Br 7.359 2.867 -1.875  C52 1.949
52 C 7.590 1.315 -3.031  Br51 1.949, C53 1.508, H55 1.091, H56 1.092
53 C 6.266 0.664 -3.343  C52 1.508, Br54 1.950, H57 1.091, H58 1.091
54 Br 5.623 -0.391 -1.833  C53 1.950
55 H 8.293 0.648 -2.530  C52 1.091
56 H 8.051 1.705 -3.940  C52 1.092
57 H 6.372 -0.049 -4.163  C53 1.091
58 H 5.480 1.378 -3.590  C53 1.091
59 Br -2.900 5.375 2.380  C60 1.949
60 C -3.305 7.097 1.562  Br59 1.949, C61 1.508, H63 1.091, H64 1.092
61 C -4.707 7.545 1.895  C60 1.508, Br62 1.950, H65 1.091, H66 1.090
62 Br -6.029 6.581 0.835  C61 1.950
63 H -3.129 6.989 0.491  C60 1.091
64 H -2.571 7.789 1.978  C60 1.092
65 H -4.846 8.596 1.635  C61 1.091
66 H -4.969 7.397 2.943  C61 1.090
67 Br 1.040 -1.868 3.387  C68 1.950
68 C 1.481 -0.303 2.311  Br67 1.950, C69 1.508, H71 1.091, H72 1.091
69 C 2.476 -0.646 1.231  C68 1.508, Br70 1.951, H73 1.092, H74 1.091
70 Br 4.278 -0.818 1.959  C69 1.951
71 H 1.836 0.466 2.998  C68 1.091
72 H 0.534 0.016 1.873  C68 1.091
73 H 2.542 0.161 0.499  C69 1.092
74 H 2.251 -1.580 0.716  C69 1.091
75 Br 2.822 -9.369 1.406  C76 1.949
76 C 1.754 -9.776 2.986  Br75 1.949, C77 1.509, H79 1.091, H80 1.092
77 C 0.377 -10.261 2.606  C76 1.509, Br78 1.949, H81 1.092, H82 1.090
78 Br -0.765 -8.782 2.052  C77 1.949
79 H 1.740 -8.875 3.600  C76 1.091
80 H 2.307 -10.558 3.508  C76 1.092
81 H -0.127 -10.701 3.469  C77 1.092
82 H 0.382 -10.982 1.789  C77 1.090
83 Br 9.244 5.648 -4.163  C84 1.949
84 C 8.909 6.508 -2.447  Br83 1.949, C85 1.509, H87 1.091, H88 1.092
85 C 7.511 7.072 -2.381  C84 1.509, Br86 1.949, H89 1.092, H90 1.090
86 Br 7.369 8.733 -3.392  C85 1.949
87 H 9.685 7.262 -2.312  C84 1.091
88 H 9.041 5.720 -1.703  C84 1.092
89 H 7.252 7.341 -1.355  C85 1.092
90 H 6.753 6.394 -2.776  C85 1.090
91 Br -1.781 -2.911 -7.293  C92 1.951
92 C -2.193 -1.190 -8.113  Br91 1.951, C93 1.509, H95 1.090, H96 1.092
93 C -3.601 -0.753 -7.792  C92 1.509, Br94 1.949, H97 1.091, H98 1.090
94 Br -4.905 -1.727 -8.865  C93 1.949
95 H -2.007 -1.294 -9.183  C92 1.090
96 H -1.469 -0.492 -7.689  C92 1.092
97 H -3.747 0.297 -8.052  C93 1.091
98 H -3.873 -0.905 -6.747  C93 1.090
99 Br 4.533 -4.367 3.436  C100 1.949
100 C 5.977 -5.674 3.357  Br99 1.949, C101 1.508, H103 1.091, H104 1.092
101 C 6.885 -5.418 2.181  C100 1.508, Br102 1.947, H105 1.092, H106 1.090
102 Br 6.068 -6.008 0.515  C101 1.947
103 H 5.509 -6.659 3.338  C100 1.091
104 H 6.524 -5.555 4.294  C100 1.092
105 H 7.804 -6.000 2.271  C101 1.092
106 H 7.138 -4.366 2.051  C101 1.090
107 Br -4.454 4.182 5.671  C108 1.949
108 C -5.397 5.511 6.738  Br107 1.949, C109 1.509, H111 1.091, H112 1.092
109 C -5.591 6.794 5.967  C108 1.509, Br110 1.950, H113 1.091, H114 1.091
110 Br -3.941 7.830 5.892  C109 1.950
111 H -4.828 5.642 7.660  C108 1.091
112 H -6.361 5.056 6.973  C108 1.092
113 H -6.310 7.441 6.471  C109 1.091
114 H -5.913 6.633 4.937  C109 1.091
115 Br -3.567 3.647 10.063  C116 1.950
116 C -3.710 2.085 8.904  Br115 1.950, C117 1.509, H119 1.091, H120 1.092
117 C -4.802 1.156 9.370  C116 1.509, Br118 1.950, H121 1.091, H122 1.090
118 Br -4.234 0.117 10.920  C117 1.950
119 H -2.725 1.617 8.878  C116 1.091
120 H -3.942 2.486 7.915  C116 1.092
121 H -5.031 0.416 8.601  C117 1.091
122 H -5.719 1.674 9.653  C117 1.090